Here is a molecular structure, C5H8N2 from the OMol25 dataset. Energies are from ωB97M-V/def2-TZVPD.

Properties
Energy relative to the best compared isomer or geometry (same formula, charge and spin) = 3.390 eV
Calculated total energy = -304.71091 Eh
Frontier orbital gap = 0.3766 hartree
LUMO = 0.83 eV

```
15
Properties=species:S:1:pos:R:3:forces:R:3:nbo_charge:R:1
C 1.087742 -0.449187 -0.964325 0.9 0.1 1.0 -0.590
C 0.695766 0.310732 0.555686 0.0 -0.4 -1.1 -0.192
C -0.112497 1.460948 -0.029126 -0.3 0.2 -0.4 -0.232
N -1.002072 0.364749 -0.472932 -1.4 0.3 -0.1 -0.607
C -0.682642 -0.324257 0.781886 -0.3 -0.2 -0.2 -0.179
C -0.707411 -1.788746 0.895639 -0.2 -1.0 -0.2 0.277
N -0.681339 -2.937394 1.029805 -0.1 1.1 -0.1 -0.313
H 0.634861 -0.040311 -1.904054 0.5 0.3 1.4 0.228
H 2.151283 -0.387722 -1.090691 0.8 -0.3 0.1 0.194
H 0.741765 -1.496590 -1.004053 0.5 0.4 0.5 0.219
H 1.310656 0.504380 1.478466 0.2 -0.6 -1.5 0.227
H 0.431551 2.062762 -0.762567 -0.4 -0.1 -0.2 0.199
H -0.645703 2.112902 0.678141 0.4 -0.1 0.2 0.178
H -1.935323 0.508167 -0.789813 -0.9 0.4 0.3 0.374
H -1.286634 0.099570 1.597942 0.5 -0.1 0.2 0.216
```
Forces are in eV/Å.

Here is 2 unconnected molecules or ions with the total composition CN2O2S from the OMol25 dataset. Energies are from ωB97M-V/def2-TZVPD.

Properties
SMILES string = N#[N+][S-].O=C=O
Energy relative to the best compared isomer or geometry (same formula, charge and spin) = 0.178 eV
Calculated total energy = -696.29095 Eh
Frontier orbital gap = 0.3874 hartree
LUMO = 0.43 eV

```
6
Properties=species:S:1:pos:R:3:forces:R:3:nbo_charge:R:1
N -0.617599 1.344960 0.570486 -1.1 0.8 -1.5 0.017
N -0.262796 1.002210 1.558380 -0.2 0.4 -1.8 -0.140
S 0.374201 0.455793 2.809497 1.3 -1.2 3.3 0.124
O -0.832585 -1.293088 -2.019947 -4.1 -1.7 -1.4 -0.497
C 0.165694 -0.960967 -1.633944 2.1 1.2 0.6 1.018
O 1.173085 -0.548908 -1.284472 1.9 0.5 0.9 -0.522
```
Forces are in eV/Å.